Computed, not measured: a molecular structure, C48H119CrN8O17 at a distorted geometry, with the ωB97M-V functional and the def2-TZVPD basis.

## Properties
Net charge ... 0
HOMO level (spin up / spin down) ... -0.1795 / -0.3059 Ha
2S+1 ... 6

Positions of all 193 atoms, in Å:
Cr -3.03233 -1.96698 0.22562
C -0.50843 1.29626 -0.01311
C -1.41742 0.09882 -0.16841
O -2.65369 0.16816 -0.05478
O -0.98510 -1.09865 -0.32701
H 0.41955 1.00699 0.48013
H -1.04161 2.10823 0.48139
H -0.17998 1.66251 -0.98577
C -1.23317 -0.94810 3.41238
C -0.84771 -2.22616 2.69719
C -0.05590 -3.23362 3.61320
O 0.25419 -4.34782 2.82263
C 0.77039 -5.44762 3.53279
N -2.01575 -2.79656 2.09390
H -0.33415 -0.43482 3.75356
H -1.70858 -1.08450 4.38371
H -1.80235 -0.20773 2.85026
H -0.18948 -1.95806 1.87078
H -0.67258 -3.58447 4.44067
H 0.91083 -2.83732 3.92379
H 1.38026 -6.11114 2.91969
H 0.00881 -6.12192 3.92446
H 1.37148 -5.15808 4.39475
H -2.73991 -2.76821 2.79738
H -1.72067 -3.76015 2.02668
C -0.09796 6.29347 -2.93069
O 0.25891 6.69480 -1.59493
C -0.27616 7.90088 -1.13605
C 0.09823 8.02557 0.33206
N -0.66246 7.10423 1.13580
C -0.33082 7.20831 2.56715
C -0.86711 5.95863 3.26426
O -0.31596 4.81674 2.54315
C -0.37040 3.63356 3.30313
H 0.13315 5.22971 -2.98636
H 0.52391 6.83318 -3.64490
H -1.14418 6.42540 -3.20659
H -1.35555 7.92882 -1.28512
H 0.11763 8.81044 -1.58961
H -0.08974 9.06280 0.60939
H 1.17230 7.86176 0.41946
H -0.39574 6.16207 0.88821
H -0.84261 8.10442 2.91810
H 0.73735 7.36947 2.71252
H -1.94986 5.97416 3.38880
H -0.48924 6.04961 4.28261
H 0.08379 3.85934 4.26793
H 0.22485 2.83717 2.85641
H -1.41486 3.32755 3.36274
C -3.25654 3.03903 -2.71856
O -3.91327 4.16486 -2.14622
C -3.14404 4.83155 -1.12443
C -3.61043 4.49716 0.33251
N -4.91585 5.18350 0.59909
C -5.45721 4.69807 1.88320
C -6.84155 5.25832 2.14286
O -7.77631 4.42213 1.45654
C -9.07997 4.95095 1.58722
H -3.90478 2.52583 -3.42885
H -3.11810 2.36983 -1.86938
H -2.32793 3.24911 -3.24926
H -3.11466 5.90529 -1.30969
H -2.12414 4.45795 -1.21570
H -2.81708 4.78975 1.02032
H -3.60453 3.40958 0.40490
H -5.51700 4.96848 -0.18352
H -4.74859 5.03637 2.63919
H -5.55191 3.61302 1.84069
H -6.86401 6.31021 1.85805
H -7.07562 5.28654 3.20706
H -9.78622 4.39581 0.96986
H -9.07539 5.95826 1.17081
H -9.57113 4.84152 2.55412
C 0.09261 1.07907 6.38329
O 0.64922 1.35369 5.09164
C 1.97259 0.83765 4.94140
C 2.50874 0.91825 3.45638
N 3.76487 0.18251 3.13608
C 3.54994 -1.27017 3.14069
C 4.69628 -2.07020 2.41063
O 4.36153 -3.41606 2.13918
C 4.04620 -4.17304 3.28484
H 0.87941 1.10984 7.13702
H -0.44900 0.14098 6.50471
H -0.62119 1.85465 6.66092
H 2.18484 -0.09310 5.46747
H 2.63101 1.42765 5.57895
H 2.60823 1.96131 3.15597
H 1.78010 0.54709 2.73567
H 4.01801 0.52501 2.22027
H 2.67747 -1.55167 2.55107
H 3.47471 -1.62204 4.16959
H 5.62519 -1.96772 2.97162
H 4.93874 -1.63988 1.43896
H 3.90650 -5.20877 2.97528
H 3.07571 -3.91474 3.70854
H 4.77559 -4.13601 4.09399
C 1.85467 4.34010 -0.45705
O 3.00378 3.50036 -0.69722
C 3.80499 3.43686 0.48459
C 5.01355 2.50823 0.33584
N 4.65519 1.10238 0.51173
C 3.58263 0.59718 -0.37332
C 3.94744 0.73086 -1.84160
O 5.23172 0.19339 -2.05920
C 5.74491 0.49230 -3.28325
H 1.22775 4.50380 -1.33356
H 2.19048 5.31904 -0.11498
H 1.22632 4.02654 0.37658
H 3.16553 3.15205 1.32010
H 4.14153 4.47270 0.52794
H 5.69864 2.78455 1.13733
H 5.44235 2.72272 -0.64305
H 5.38714 0.49996 0.16326
H 2.63204 1.08030 -0.14734
H 3.44981 -0.46167 -0.15129
H 3.89055 1.75967 -2.19717
H 3.25933 0.11442 -2.42006
H 6.77132 0.13364 -3.36030
H 5.81242 1.56824 -3.44417
H 5.22397 0.10395 -4.15841
C 3.60312 -8.65992 -2.44922
O 2.33107 -8.07650 -2.37335
C 1.79087 -8.33090 -1.11633
C 0.46924 -7.55954 -0.76043
N 0.53149 -6.10233 -1.09798
C 1.18840 -5.36472 -0.04295
C 1.15541 -3.83224 -0.32262
O 1.85338 -3.50326 -1.54611
C 3.21392 -3.76883 -1.76240
H 3.86828 -8.48889 -3.49255
H 3.69408 -9.73192 -2.27421
H 4.33127 -8.16694 -1.80512
H 2.47557 -8.16182 -0.28524
H 1.57000 -9.39333 -1.01359
H 0.19836 -7.76855 0.27448
H -0.32855 -8.01815 -1.34465
H 1.28163 -6.04889 -1.77217
H 2.23291 -5.62746 0.12454
H 0.65677 -5.54174 0.89200
H 1.50125 -3.22949 0.51714
H 0.10202 -3.60034 -0.47977
H 3.40004 -3.36324 -2.75686
H 3.30095 -4.85535 -1.76463
H 3.76402 -3.40092 -0.89630
C 2.98523 1.62827 -5.68889
O 1.68742 2.00924 -5.96511
C 1.06417 2.88191 -5.04588
C 0.18626 2.05025 -4.07827
N -0.92154 1.29457 -4.74249
C -1.44053 0.11914 -3.96319
C -0.41178 -0.89083 -3.72802
O 0.10868 -1.35128 -4.93054
C 1.34600 -2.08639 -4.76158
H 2.94397 0.86430 -4.91252
H 3.68843 2.40387 -5.38548
H 3.49456 1.22405 -6.56370
H 0.39979 3.56713 -5.57235
H 1.77635 3.52952 -4.53452
H -0.18893 2.76038 -3.34136
H 0.87789 1.40547 -3.53604
H -0.47274 0.82776 -5.51758
H -2.22626 -0.43440 -4.47731
H -1.90471 0.44019 -3.03068
H -0.89896 -1.71634 -3.20910
H 0.41194 -0.65288 -3.05499
H 1.72358 -2.48554 -5.70297
H 1.27759 -2.93212 -4.07734
H 2.09469 -1.33953 -4.49746
C -4.39876 -0.85131 -2.67509
O -3.55956 -1.77088 -2.01123
C -3.43894 -3.03860 -2.68375
C -2.38244 -3.99566 -2.02572
N -2.56703 -4.09084 -0.58508
C -3.57936 -5.12984 -0.42790
C -3.46911 -5.70908 0.99979
O -2.17223 -6.24221 1.19387
C -2.07794 -7.25777 2.18560
H -4.57739 -0.04828 -1.96002
H -5.42744 -1.17336 -2.83698
H -4.12273 -0.48463 -3.66375
H -3.16389 -2.90549 -3.73004
H -4.38984 -3.56984 -2.72481
H -1.38046 -3.62949 -2.24948
H -2.40773 -4.95739 -2.53810
H -1.73251 -4.60149 -0.33427
H -3.42264 -5.94090 -1.13904
H -4.59108 -4.77241 -0.61965
H -4.31270 -6.36917 1.20163
H -3.64515 -4.90129 1.71013
H -2.80435 -8.04618 1.98853
H -2.10262 -6.75549 3.15266
H -1.09338 -7.72012 2.11492